# 1
8
Properties=species:S:1:pos:R:3 method="wB97M-V/def2-TZVPD" largest_force_ha_per_bohr=0.048 e_homo_ev=-10.87 total_charge=0 e_tot_ev=-156083.163 lumo_energy_ev=-0.63 relative_energy_kj_mol=11.4
C 0.51659 -0.85758 -0.35537
O 0.58924 1.68839 0.75836
O -1.45330 0.39577 1.31637
S -0.44194 0.74375 0.37539
Br 1.33484 -1.37869 1.25573
Br -1.55588 1.55304 -1.32448
H 1.14893 -0.59930 -1.18381
H -0.13847 -1.54539 -0.84218

---

# 2
8
Properties=species:S:1:pos:R:3 method="wB97M-V/def2-TZVPD" largest_force_ha_per_bohr=0.115 e_homo_ev=-10.50 total_charge=0 e_tot_ev=-147294.461 lumo_energy_ev=-0.69 relative_energy_kj_mol=262.3 smiles=OC(O)(Br)OBr
O 0.15851 -0.90002 0.78085
C -0.25492 0.16582 0.04366
O -0.24010 -0.33350 -1.42432
Br -2.06748 0.71429 0.24253
O 0.38418 1.28896 0.10139
Br 2.16728 1.22189 0.22681
H -0.63586 -1.15902 1.41797
H 0.48839 -0.99841 -1.38889

---

# 3
6
Properties=species:S:1:pos:R:3 method="wB97M-V/def2-TZVPD" largest_force_ha_per_bohr=0.089 e_homo_ev="-9.74 / -9.74" total_charge=0 e_tot_ev=-85677.977 lumo_energy_ev="-1.18 / -1.18" relative_energy_kj_mol=320.0
C -0.39182 -0.37678 0.34500
O 0.96119 0.61505 -1.16502
Cl -0.44396 -2.02868 0.03486
Br -1.82575 0.78231 0.06799
H 0.37737 -0.06129 1.17730
H 1.32297 1.06939 -0.46013

---

# 4
6
Properties=species:S:1:pos:R:3 method="wB97M-V/def2-TZVPD" largest_force_ha_per_bohr=0.042 e_homo_ev=-10.85 total_charge=0 e_tot_ev=-85681.294 lumo_energy_ev=0.16 relative_energy_kj_mol=0.0 smiles=O[C@H](Cl)Br
O 0.01208 0.78672 -0.81368
C -0.28965 -0.12393 0.10700
Cl 0.63568 0.49306 1.76321
Br 0.00534 -1.93372 -0.46124
H 0.96142 0.79423 -1.02198
H -1.32487 -0.01636 0.42669

---

# 5
9
Properties=species:S:1:pos:R:3 method="wB97M-V/def2-TZVPD" largest_force_ha_per_bohr=0.054 e_homo_ev=-10.39 total_charge=0 e_tot_ev=-80789.652 lumo_energy_ev=-0.53 relative_energy_kj_mol=37.3 smiles="O=C=O.O=NO.Br"
O -0.96288 -2.97688 0.00837
C -1.63103 -2.08855 0.24059
O -2.31743 -1.18273 0.40893
O 0.47432 0.63351 -0.27970
N 1.66505 0.76308 -0.19741
O 2.25874 -0.03912 0.70453
H 3.26834 0.17657 0.76543
Br -1.86663 2.84385 -1.15544
H -0.88848 1.87027 -0.49530

---

# 6
6
Properties=species:S:1:pos:R:3 method="wB97M-V/def2-TZVPD" largest_force_ha_per_bohr=0.073 e_homo_ev="-9.14 / -9.14" total_charge=0 e_tot_ev=-80476.164 lumo_energy_ev="-2.48 / -2.48" relative_energy_kj_mol=352.4
C 1.32800 -2.62982 0.05525
N 0.91931 -1.55140 -0.08666
Si -0.17293 1.05844 -0.10469
Br -2.18136 0.17432 -0.05599
H -0.01199 0.88042 1.30947
H 0.11897 2.06804 -1.11736

---

# 7
7
Properties=species:S:1:pos:R:3 method="wB97M-V/def2-TZVPD" largest_force_ha_per_bohr=0.058 e_homo_ev=-3.93 total_charge=-1 e_tot_ev=-86041.919 lumo_energy_ev=3.99 relative_energy_kj_mol=111.5
C -0.70782 -0.33847 0.08386
O 0.81947 1.33505 -0.91604
O -0.95253 0.87912 0.79568
S 0.66015 0.69075 0.36494
Br 2.32987 -1.10702 0.03906
H -1.08759 -1.11171 0.71262
H -1.06156 -0.34771 -1.08012

---

# 8
7
Properties=species:S:1:pos:R:3 method="wB97M-V/def2-TZVPD" largest_force_ha_per_bohr=0.042 e_homo_ev=-10.41 total_charge=0 e_tot_ev=-29090.340 lumo_energy_ev=0.61 relative_energy_kj_mol=319.9 smiles=ClN1CN1Cl
Cl -1.05758 2.08140 0.10723
N -0.53204 0.61817 -0.56745
C 0.67358 -0.03749 0.00576
N -0.61779 -0.38777 0.55993
Cl -0.96100 -1.94466 -0.00998
H 1.12094 -0.81530 -0.72378
H 1.37389 0.48565 0.62828

---

# 9
7
Properties=species:S:1:pos:R:3 method="wB97M-V/def2-TZVPD" largest_force_ha_per_bohr=0.115 e_homo_ev="-8.87 / -9.54" total_charge=0 e_tot_ev=-29087.750 lumo_energy_ev="-0.99 / -1.25" relative_energy_kj_mol=569.8
C -0.39541 -0.11756 -0.07293
N -1.01433 -1.12070 -0.39922
N 0.82731 0.17641 0.08988
Cl 2.17032 -0.99582 0.02254
Cl 1.53420 1.81961 0.05864
H -1.10382 1.47419 0.93366
H -2.01827 -1.23614 -0.63256

---

# 10
8
Properties=species:S:1:pos:R:3 method="wB97M-V/def2-TZVPD" largest_force_ha_per_bohr=0.081 e_homo_ev=-11.18 total_charge=0 e_tot_ev=-32254.513 lumo_energy_ev=-0.70 relative_energy_kj_mol=93.1 smiles="O=C(Cl)OCl.O"
O 0.32899 -0.23894 1.42112
C 0.70641 -0.66106 0.38176
Cl 0.14634 -2.11142 -0.24865
O 1.46150 -0.10490 -0.52305
Cl 2.30770 1.33312 -0.21618
O -1.34455 0.70427 -0.41818
H -1.90817 1.22883 0.31759
H -1.69821 -0.14990 -0.71440

---

# 11
8
Properties=species:S:1:pos:R:3 method="wB97M-V/def2-TZVPD" largest_force_ha_per_bohr=0.070 e_homo_ev=-10.47 total_charge=0 e_tot_ev=-32254.378 lumo_energy_ev=-0.68 relative_energy_kj_mol=106.2 smiles=OC(O)(Cl)OCl
O -1.19169 0.01087 0.66422
C -0.09923 -0.05094 -0.13854
O -0.28121 0.41422 -1.36360
Cl 0.28343 -2.11064 -0.14531
O 0.95284 0.47844 0.58382
Cl 2.56976 0.55449 0.00927
H -1.06627 -0.11271 1.65327
H -1.16763 0.81627 -1.26314

---

# 12
9
Properties=species:S:1:pos:R:3 method="wB97M-V/def2-TZVPD" largest_force_ha_per_bohr=0.092 e_homo_ev="-6.90 / -10.07" total_charge=0 e_tot_ev=-43098.439 lumo_energy_ev="-0.37 / -3.46" relative_energy_kj_mol=203.1 spin_multiplicity=3
C 1.94020 1.51130 0.94372
N 2.53952 2.34989 0.31061
N 1.25983 1.39870 1.96647
N 1.88544 -1.57854 0.38168
Cl 2.52031 2.88676 -1.24796
Cl 3.31795 -2.14331 1.23313
Cl 1.39070 -2.65149 -0.90910
H 1.21295 0.61833 2.64752
H 2.09704 -0.48519 -0.05718